Here is 13 unconnected molecules or ions with the total composition C52H143N13O13 in a non-equilibrium geometry from the Open Molecules 2025 dataset. Energies are from ωB97M-V with the def2-TZVPD basis set.

Structure (XYZ):
```
221
Properties=species:S:1:pos:R:3:forces:R:3:mulliken_spin:R:1
C 0.03809 -3.77085 3.81083 -0.15 0.01 -0.06 -0.0047
C 1.30971 -3.00443 4.21148 -0.17 -1.16 2.02 -0.0029
C 2.39131 -4.05457 4.64279 -0.70 1.02 0.95 0.0004
O 2.00568 -4.79444 5.86467 0.57 0.71 -2.07 0.0003
C 2.00937 -4.07100 7.11563 -0.42 -1.06 -0.74 -0.0001
N 1.67443 -2.07036 3.16389 -0.32 -0.13 -0.62 0.0049
H 0.25578 -4.55008 3.08041 0.23 -0.01 -0.42 0.0017
H -0.73496 -3.11519 3.41007 0.09 0.22 -0.16 -0.0009
H -0.46650 -4.33946 4.59197 0.41 0.23 0.46 0.0000
H 1.08279 -2.40842 5.09544 -0.23 -0.13 0.40 0.0033
H 3.37617 -3.62330 4.82217 -0.01 0.40 0.07 -0.0001
H 2.50705 -4.64568 3.73434 -0.01 -1.13 0.57 -0.0022
H 2.18371 -4.87070 7.83549 0.07 0.26 0.21 0.0000
H 1.00274 -3.68723 7.28150 0.11 0.40 0.14 0.0000
H 2.77892 -3.30651 7.22255 0.03 0.06 -0.29 0.0001
H 0.83343 -1.51107 3.15985 -0.42 0.37 -0.75 0.0025
H 2.32080 -1.36895 3.49603 0.64 -0.17 0.14 -0.0001
C 0.83311 -0.01547 -5.84031 0.33 0.71 -0.80 0.0000
C -0.18376 1.09346 -5.49141 -0.35 -1.12 1.13 -0.0002
C -1.60095 0.74825 -6.02125 -0.13 -0.31 0.30 0.0001
O -1.73912 0.97615 -7.38824 -0.01 1.28 -1.42 0.0000
C -3.06645 0.99940 -7.87993 -0.47 0.16 0.32 0.0000
N -0.19699 1.32024 -4.01909 0.33 0.15 -0.05 -0.0005
H 1.85625 0.19481 -5.52876 -0.09 0.35 0.32 0.0000
H 0.89782 -0.03798 -6.92816 -0.11 -0.19 -0.14 0.0000
H 0.63086 -1.03749 -5.51988 -0.61 0.16 0.28 0.0000
H 0.12256 2.05293 -5.90815 0.04 -0.15 -0.33 0.0000
H -2.31393 1.31118 -5.41886 -0.29 0.39 -0.06 -0.0001
H -1.88092 -0.29937 -5.91067 0.30 -0.46 0.80 0.0001
H -3.56885 0.05427 -7.67393 -0.03 -0.30 -0.23 0.0000
H -3.16795 1.29063 -8.92538 0.96 -0.70 -0.27 0.0000
H -3.71980 1.77600 -7.48227 0.23 0.31 1.06 0.0000
H -0.88045 1.99109 -3.69823 -0.17 0.21 -0.39 0.0001
H -0.35496 0.51353 -3.43228 0.06 -0.52 -0.37 0.0000
C -3.69143 3.01862 -0.25728 -0.08 1.49 1.92 0.0001
C -2.18240 3.30409 -0.05947 0.24 -1.59 -1.25 -0.0009
C -1.56014 2.81114 1.26388 -1.35 -0.30 -0.24 0.0003
O -2.30643 3.21820 2.36085 -0.44 1.72 1.53 0.0001
C -2.29439 4.63362 2.65581 -1.20 -0.60 -0.77 0.0000
N -1.58017 2.58290 -1.20905 0.17 -0.34 0.49 -0.0004
H -4.19732 3.47539 0.59333 -0.25 0.48 0.00 0.0000
H -4.07807 2.00535 -0.14819 0.83 -0.37 -0.58 0.0000
H -4.06176 3.53241 -1.14440 0.02 -0.30 -0.15 0.0000
H -1.91017 4.34730 -0.21977 -0.64 0.37 0.45 0.0006
H -0.52310 3.10643 1.42337 0.35 -0.01 -0.67 0.0000
H -1.73875 1.74531 1.40612 0.79 -0.47 -0.93 -0.0001
H -1.40838 4.98669 3.18346 0.01 -0.19 0.03 0.0000
H -3.24245 4.80364 3.16610 0.38 0.03 0.70 0.0000
H -2.46430 5.20833 1.74535 0.53 0.10 -0.25 0.0000
H -1.97377 3.03190 -2.02364 0.21 0.00 -0.35 0.0000
H -0.57769 2.70585 -1.21384 0.32 0.20 -0.23 0.0004
C 0.42562 2.83302 5.19547 0.20 0.39 0.13 0.0000
C 0.25861 1.41118 4.70921 -0.89 0.08 -0.58 0.0001
C -1.18762 0.91897 4.98008 -0.10 0.45 0.91 0.0000
O -1.46256 -0.39788 4.59416 1.78 -1.56 -1.97 0.0001
C -2.65723 -1.08969 4.78200 -1.07 0.68 2.70 0.0000
N 0.63127 1.39319 3.28134 -0.48 -0.56 0.50 0.0000
H 1.39120 3.14206 4.79517 0.37 0.10 0.62 0.0000
H 0.34286 2.88457 6.28111 0.39 0.14 0.01 0.0000
H -0.22860 3.60938 4.79876 -0.61 -0.43 -0.27 0.0000
H 0.97473 0.83163 5.29179 -0.01 -0.44 -0.12 0.0000
H -1.88902 1.59371 4.48932 -0.10 0.31 0.10 0.0000
H -1.25228 0.96315 6.06727 -0.57 0.30 0.31 0.0000
H -3.57364 -0.74365 4.30394 0.40 0.05 -1.04 0.0000
H -2.96547 -0.98168 5.82191 -0.04 0.53 0.67 0.0000
H -2.56980 -2.17441 4.84379 0.62 -0.01 -1.26 0.0000
H 0.08560 0.62268 2.92267 0.16 -0.60 -0.53 0.0003
H 0.12635 2.16564 2.87090 0.18 0.45 -0.06 0.0000
C 6.17682 -2.09695 -0.66614 -0.32 0.32 0.92 0.0027
C 6.85574 -1.82426 0.73344 -1.48 -0.43 -1.37 -0.0007
C 5.81051 -1.87580 1.84561 -0.97 0.62 0.74 0.0050
O 6.25312 -1.23382 3.03978 -0.15 1.14 0.97 0.0003
C 5.28326 -1.27676 4.10111 0.07 -2.24 0.20 0.0004
N 7.83742 -2.86398 0.90475 -0.40 -0.31 0.94 0.0002
H 6.76263 -1.64433 -1.46619 -0.04 -0.31 -0.07 0.0001
H 5.14383 -1.76299 -0.76368 0.03 0.86 0.19 -0.0014
H 6.02156 -3.16744 -0.80040 0.78 -0.20 -0.06 -0.0002
H 7.32428 -0.84112 0.77855 -0.28 0.35 -0.21 0.0001
H 5.44605 -2.86308 2.12941 0.47 -0.72 -0.27 -0.0010
H 4.88527 -1.36255 1.58371 -0.07 0.33 -0.71 -0.0038
H 5.16304 -2.34490 4.28206 -0.12 -0.42 0.32 0.0001
H 4.24065 -0.97514 4.00058 0.07 0.82 -1.31 -0.0002
H 5.52956 -0.89257 5.09097 1.15 0.53 -0.54 0.0000
H 8.13629 -2.71234 1.85752 1.04 -0.48 -0.02 0.0000
H 8.58214 -2.80659 0.22490 0.23 0.15 0.29 0.0000
C -4.61628 -4.12962 0.10083 -1.34 -2.07 1.01 -0.0002
C -6.07009 -4.72088 0.14575 -0.17 2.67 -1.62 -0.0001
C -6.42880 -5.56998 -1.06528 -0.08 0.18 0.36 0.0000
O -7.78459 -5.94842 -0.90367 -0.71 -0.11 -0.04 0.0000
C -8.20956 -7.17409 -1.46598 0.62 -0.56 -0.80 0.0000
N -6.44407 -5.37003 1.33923 0.54 -1.20 1.42 0.0000
H -4.59660 -3.39011 0.90137 0.46 0.18 -0.34 0.0001
H -4.25202 -3.82477 -0.88024 -0.31 0.26 0.13 0.0001
H -4.07524 -5.01873 0.42459 0.95 0.21 0.05 0.0003
H -6.69685 -3.83184 0.21573 -0.40 0.20 -0.90 0.0000
H -5.75055 -6.41982 -0.98884 0.01 -0.53 -0.41 0.0000
H -6.27738 -5.03191 -2.00104 0.02 -0.06 -0.22 0.0000
H -9.26494 -7.42113 -1.35092 -0.03 0.74 0.70 0.0000
H -7.63985 -8.01569 -1.07196 0.15 -0.08 0.25 0.0000
H -8.08355 -7.21624 -2.54785 0.32 0.31 -0.26 0.0000
H -5.90595 -6.21925 1.43584 0.59 -0.32 0.34 0.0000
H -7.35238 -5.76027 1.13237 -0.58 0.24 0.28 0.0000
C -3.62877 -3.00273 -4.61237 2.29 -0.35 -0.49 -0.0001
C -3.31939 -3.41133 -6.11486 -2.10 2.51 0.42 0.0001
C -2.88276 -4.83100 -6.36914 0.78 0.19 -0.23 0.0000
O -3.05508 -5.23422 -7.71644 -0.10 0.44 0.43 0.0000
C -2.90729 -6.63656 -7.80427 -0.63 0.52 -1.09 0.0000
N -4.59759 -3.10532 -6.82095 -0.23 -1.60 -0.14 0.0000
H -3.79812 -3.87278 -3.97800 -1.46 0.00 -0.26 0.0000
H -4.21479 -2.08481 -4.56648 -0.90 -0.73 0.04 0.0000
H -2.77800 -2.64266 -4.03389 1.02 0.19 -0.56 -0.0001
H -2.67751 -2.67618 -6.60030 1.20 -0.32 0.57 0.0000
H -3.35246 -5.53744 -5.68475 -0.31 -0.04 0.09 0.0000
H -1.80095 -4.86935 -6.24141 0.27 -0.07 0.74 0.0000
H -2.84484 -6.82938 -8.87527 0.03 -0.30 0.07 0.0000
H -3.83663 -7.06248 -7.42609 0.23 -0.58 0.25 0.0000
H -2.00315 -7.01282 -7.32571 -0.02 -0.01 0.26 0.0000
H -4.43141 -3.35148 -7.78629 -0.39 0.08 -0.27 0.0000
H -4.90207 -2.14371 -6.76899 0.38 0.07 0.19 0.0000
C 6.56971 1.94852 1.76614 -0.01 -1.15 -0.22 -0.0001
C 5.74790 2.99678 2.44069 2.64 0.44 1.57 -0.0001
C 6.40746 3.35594 3.84961 -0.20 -0.73 -0.71 -0.0001
O 5.61081 4.30508 4.52877 -0.49 -0.76 -0.28 0.0000
C 4.60099 3.59608 5.25159 0.70 1.17 1.17 0.0000
N 5.87153 4.21688 1.67447 -1.04 0.47 0.23 0.0000
H 7.60702 2.22211 1.57318 0.02 0.46 0.42 0.0000
H 6.18838 1.74846 0.76482 -0.31 -0.27 -0.08 0.0000
H 6.57545 1.03015 2.35324 -0.02 -0.18 -0.20 0.0001
H 4.70122 2.74001 2.60383 -0.08 -0.53 0.03 0.0001
H 7.44463 3.68570 3.78939 -0.20 0.77 -0.78 0.0000
H 6.58079 2.48663 4.48393 -0.66 -0.60 0.09 0.0000
H 5.05450 3.28995 6.19431 0.07 -0.44 0.17 0.0000
H 4.18593 2.70770 4.77557 -0.16 0.28 -0.39 0.0001
H 3.87624 4.34784 5.56412 -0.43 -0.24 -0.41 -0.0001
H 5.51499 4.04275 0.74568 0.02 -0.05 -0.44 0.0000
H 5.11626 4.71426 2.12420 0.12 1.37 -0.23 0.0000
C 2.82152 5.06290 -3.06265 -0.66 0.69 -1.33 -0.0001
C 2.19559 4.52680 -1.81338 1.91 1.42 0.42 -0.0007
C 0.83526 5.18633 -1.47580 0.21 0.13 1.89 0.0006
O 0.93930 6.57000 -1.03281 1.68 -1.55 -0.73 0.0000
C -0.29972 7.05072 -0.64747 -0.42 1.11 -0.63 -0.0001
N 2.26388 3.09191 -1.87401 -2.48 -0.94 0.53 0.0002
H 3.41613 4.29954 -3.56448 0.57 0.28 0.33 0.0000
H 3.35036 5.99987 -2.88802 0.03 -0.07 -0.34 0.0000
H 2.01165 5.20784 -3.77764 -0.03 0.51 -0.31 0.0000
H 2.91796 4.79591 -1.04276 -0.43 0.31 0.65 0.0003
H 0.47909 4.70548 -0.56474 -0.25 -0.65 0.05 -0.0001
H 0.02720 5.12526 -2.20477 0.26 -0.23 -0.63 0.0001
H -0.91748 6.32073 -0.12444 0.04 -0.01 0.27 0.0001
H -0.80911 7.40381 -1.54410 -0.60 -0.20 -0.17 0.0000
H -0.14852 7.96629 -0.07565 0.06 -0.26 0.42 0.0000
H 3.17121 2.71200 -2.10316 0.25 0.55 -0.02 -0.0001
H 1.64653 2.87177 -2.64248 -0.09 -0.86 -0.44 0.0001
C -7.31971 2.69272 -4.35000 1.61 0.07 0.00 0.0000
C -6.06566 1.97101 -3.74743 -0.09 0.60 -0.37 0.0001
C -5.74896 0.57446 -4.30870 -2.35 -0.34 2.13 -0.0001
O -4.81417 -0.07428 -3.43295 0.77 0.22 -0.64 -0.0002
C -5.39845 -0.66345 -2.27631 0.12 0.16 -0.30 -0.0002
N -4.84341 2.73439 -3.91622 0.45 1.22 0.07 0.0000
H -8.17915 2.78187 -3.68554 -0.04 -0.76 -0.14 0.0000
H -7.52212 2.25664 -5.32825 -0.53 0.21 0.03 0.0000
H -6.99916 3.72851 -4.46179 -0.02 0.05 -0.39 0.0000
H -6.19175 2.04700 -2.66742 -0.20 -0.96 0.15 0.0000
H -5.51054 0.63035 -5.37083 0.98 -0.03 0.20 0.0001
H -6.66683 -0.01313 -4.29003 -0.30 -0.33 -0.04 -0.0001
H -5.81842 -1.63219 -2.54701 -0.47 0.04 0.11 -0.0001
H -6.10079 0.01493 -1.79194 -0.43 -0.15 -0.20 0.0000
H -4.64851 -0.85048 -1.50774 0.44 0.09 -0.32 0.0003
H -4.13106 2.30159 -3.34585 0.18 -0.10 0.02 0.0000
H -4.50125 2.71764 -4.86634 -0.04 0.01 -0.26 0.0000
C 2.54703 0.46724 0.44388 -2.58 -0.33 1.37 -0.0024
C 1.79060 -0.38994 -0.61331 1.49 0.89 1.07 0.0007
C 0.27332 -0.20624 -0.65321 0.01 0.58 0.29 -0.0021
O -0.37893 -1.24386 -1.34984 -0.74 -1.05 0.12 -0.0004
C -1.84050 -1.11098 -1.39247 1.24 -0.27 -0.67 -0.0003
N 2.45347 0.01746 -1.80973 -0.01 -1.34 -1.06 0.0036
H 3.61081 0.68651 0.35223 -0.18 -0.55 -0.55 -0.0002
H 2.31259 -0.07132 1.36208 0.55 0.39 0.59 0.0009
H 2.00004 1.40530 0.53850 0.23 0.33 0.03 0.0015
H 2.02161 -1.40388 -0.28673 -0.04 -0.55 -0.62 -0.0129
H 0.05307 0.71539 -1.19191 0.08 0.31 0.34 0.0027
H -0.15992 -0.16562 0.34617 0.04 0.27 0.38 0.0021
H -2.10235 -0.37171 -2.14946 -0.14 0.10 0.06 -0.0001
H -2.31052 -0.83639 -0.44813 0.36 0.03 0.25 -0.0002
H -2.18710 -2.09319 -1.71379 -0.13 0.09 0.04 0.0012
H 2.05729 -0.52558 -2.56355 -0.01 0.48 -0.75 -0.0001
H 2.22335 0.99856 -1.87732 -0.03 0.06 -0.60 0.0006
C 2.98981 -4.14071 0.49542 -0.17 0.93 0.90 0.1216
C 1.90641 -4.93741 -0.28779 -0.39 -2.01 0.16 0.0060
C 1.78863 -6.43085 0.29585 0.48 -0.22 0.72 0.0577
O 3.02411 -7.03752 0.66448 0.14 2.85 0.12 0.0092
C 2.93278 -8.37014 1.10315 -1.16 -1.08 -2.18 0.0020
N 0.65423 -4.24233 0.00682 3.51 0.54 0.46 0.7654
H 2.96326 -3.09211 0.19907 0.10 -0.08 -0.09 0.0067
H 4.01015 -4.51184 0.39912 -0.24 -0.57 -0.55 0.0173
H 2.75884 -4.15968 1.56050 -0.05 -0.02 0.04 0.0184
H 2.12470 -4.90248 -1.35514 -0.18 -0.18 0.07 -0.0114
H 1.19144 -7.01755 -0.40217 0.31 -0.20 -0.56 0.0054
H 1.18807 -6.46075 1.20498 -0.40 0.65 0.24 -0.0028
H 2.76140 -8.79876 0.11573 0.29 -1.51 0.18 -0.0001
H 2.02618 -8.64861 1.64039 0.03 0.55 0.67 0.0003
H 3.82969 -8.78855 1.55989 -0.02 0.71 -0.02 -0.0001
H 0.71119 -3.99418 0.98419 -1.14 -0.52 1.29 0.0086
H 0.60191 -3.33439 -0.43252 -1.09 0.62 -1.43 -0.0034
C 1.72311 6.67689 5.27361 0.32 0.34 -1.05 0.0000
C 2.40834 7.13114 3.92506 0.38 0.20 3.03 0.0000
C 1.57649 6.86873 2.73399 -1.51 -0.10 -1.73 0.0000
O 1.26741 5.48386 2.41681 -0.13 1.03 -0.35 0.0001
C 2.43732 4.77078 2.09699 0.17 -0.53 0.63 0.0004
N 2.59250 8.59037 4.07572 0.74 0.38 -0.71 0.0000
H 0.64878 6.80729 5.14351 -0.11 -0.51 0.17 0.0000
H 1.99214 7.35054 6.08719 0.24 -0.05 -0.06 0.0000
H 2.03948 5.67538 5.56514 -0.49 -0.10 -0.10 0.0000
H 3.35240 6.59353 3.83663 0.28 0.08 0.01 0.0000
H 1.97110 7.35540 1.84206 0.69 -0.19 -0.20 0.0000
H 0.62628 7.39799 2.80529 -0.31 -0.29 0.51 0.0000
H 2.88393 4.60265 3.07697 0.97 -0.37 -0.29 -0.0001
H 3.10981 5.23068 1.37285 0.04 0.80 0.22 0.0000
H 2.26052 3.80614 1.62128 -0.78 -0.18 0.27 -0.0001
H 2.86942 8.89155 4.99914 -0.70 -0.62 0.69 0.0000
H 3.45258 8.88682 3.63699 -0.01 -0.03 -1.12 0.0000
```
Forces are in eV/Å.

Summary:
* net charge: +1
* ΔE to the lowest compared entry with this formula, charge and spin: 115.7 kcal per mole
* highest occupied orbital energy (spin up / spin down): -10.5 / -10.5 eV
* F_max: 3.578 eV Å⁻¹
* multiplicity: 2